No. 1
DFT (the ωB97M-V functional and the def2-TZVPD basis) results for a structure of composition C6H10INS in a non-equilibrium geometry.

Geometry as XYZ:
```
19
Properties=species:S:1:pos:R:3
C -0.603 0.485 -0.423
C 0.758 1.886 0.911
C 1.661 0.726 1.293
C -0.273 -0.825 0.037
C -1.575 0.527 -1.534
C -1.028 -2.051 -0.258
N -0.296 1.643 0.043
S 0.946 -0.951 1.187
I 3.584 -2.045 0.061
H 0.382 2.321 1.828
H 1.351 2.640 0.453
H 2.537 0.734 0.660
H 2.094 0.805 2.182
H -2.723 0.193 -1.229
H -1.349 -0.220 -2.240
H -1.746 1.454 -1.987
H -2.109 -2.058 0.029
H -0.654 -2.963 0.212
H -0.956 -2.299 -1.224
```

Summary:
Maximum force in eV/Å: 4.74
Total charge: 0
Calculated total energy in eV: -26807.645
HOMO (alpha / beta) in eV: -8.623 / -7.735
Energy above the lowest of the compared OMol25 structures with the same formula, charge and spin in kJ/mol: 97.4
Orbital gap (alpha / beta) in eV: 7.422 / 5.648
Lowest unoccupied orbital energy (alpha / beta) in eV: -1.20 / -2.09

Mulliken population analysis, charges in e, atoms 1 to 2: number 1, C, carries 0.793; number 2, C, carries -0.645

---

No. 2
DFT (the ωB97M-V functional and the def2-TZVPD basis) results for a cluster of 2 separate species, C6H10IO3 in total in a non-equilibrium geometry.

Geometry as XYZ:
```
20
Properties=species:S:1:pos:R:3
C -1.628 -1.322 -0.075
C 1.020 1.764 -1.714
C -0.577 -0.918 2.184
C 1.377 1.050 -0.400
C 1.682 -0.337 -0.389
C -1.137 -0.448 0.868
O -2.578 -0.726 -1.059
O -1.245 -2.495 -0.276
O 2.598 -0.789 0.278
I -2.511 1.232 1.080
H 0.140 1.311 -2.043
H 0.974 2.780 -1.445
H 1.895 1.629 -2.291
H -0.266 -0.053 2.722
H -1.130 -1.547 2.921
H 0.338 -1.414 1.809
H 2.223 1.605 0.047
H 0.529 1.116 0.236
H 0.897 -1.036 -0.687
H -2.601 -1.401 -1.764
```

Summary:
Maximum force in eV/Å: 3.37
Total charge: -1
Calculated total energy in eV: -20627.165
HOMO in eV: -3.436
Energy above the lowest of the compared OMol25 structures with the same formula, charge and spin in kJ/mol: 134.5
Orbital gap in eV: 6.421
Lowest unoccupied orbital energy in eV: 2.99

Mulliken population analysis, charges in e, atoms 1 to 2: number 1, C, carries 0.769; number 2, C, carries -1.211

---

No. 3
DFT (the ωB97M-V functional and the def2-TZVPD basis) results for the ion C6H10N with charge +1 in a non-equilibrium geometry.

Geometry as XYZ:
```
17
Properties=species:S:1:pos:R:3
C 2.063 1.303 0.343
C 1.092 2.132 -0.047
C -0.281 1.637 0.211
C -0.597 0.384 0.042
N -1.864 -0.430 0.073
C -0.673 -0.983 -0.592
C 0.054 -2.179 -0.015
H 3.070 1.812 0.193
H 1.824 0.375 0.805
H 1.284 3.163 -0.543
H -1.036 2.313 0.571
H -2.577 0.018 -0.430
H -2.291 -0.779 0.898
H -0.814 -1.130 -1.750
H 0.762 -2.541 -0.824
H -0.536 -3.066 0.096
H 0.521 -2.029 0.970
```

Summary:
Maximum force in eV/Å: 3.69
Total charge: +1
Calculated total energy in eV: -7864.126
HOMO in eV: -13.684
Energy above the lowest of the compared OMol25 structures with the same formula, charge and spin in kJ/mol: 214.4
Orbital gap in eV: 10.003
Lowest unoccupied orbital energy in eV: -3.68

Mulliken population analysis, charges in e, atoms 1 to 2: number 1, C, carries -0.663; number 2, C, carries -0.188